This record from the Open Molecules 2025 dataset describes a molecular structure, C12H24Cl2N2STc in a non-equilibrium geometry. The level of theory is the ωB97M-V functional and the def2-TZVPD basis.

XYZ file:
```
42
Properties=species:S:1:pos:R:3:forces:R:3:lowdin_charge:R:1
Tc -0.700071 0.173803 -1.033537 2.31 0.47 -0.71 0.68
Cl -0.715675 2.400900 -0.671474 0.00 1.84 -0.06 -0.03
Cl -1.325843 -1.993005 -0.950618 -0.38 -1.43 0.27 -0.06
C -3.043479 0.675693 -1.864651 -0.54 -0.44 -0.84 -0.13
H -3.416455 -0.134304 -1.228217 0.00 0.31 -0.31 0.02
H -3.692601 1.548384 -2.057499 0.57 -0.34 0.71 0.07
C 0.994138 0.039087 -1.948306 0.22 -0.11 0.99 -0.29
C -1.949078 0.480436 -2.754420 -1.11 0.04 -1.08 -0.50
H 2.003602 0.062190 -1.437932 -1.24 0.13 -0.15 0.06
C -1.796117 1.587116 -3.847578 0.06 -0.67 0.33 -0.23
H -1.778929 -0.549055 -3.172269 -0.27 0.75 0.43 0.08
C -0.640694 1.276637 -4.799110 0.08 0.49 0.24 -0.23
H -2.723750 1.612544 -4.449649 0.18 -0.05 0.40 0.11
H -1.677921 2.576084 -3.374811 0.02 -0.36 -0.13 0.09
C 0.725138 1.356094 -4.099457 0.10 -0.63 -0.32 -0.20
H -0.791623 0.261853 -5.204046 0.11 0.36 -0.09 0.11
H -0.640568 1.992384 -5.635399 -0.17 -0.23 0.16 0.11
C 1.117272 -0.018934 -3.438143 0.35 0.17 -0.28 -0.28
H 1.491133 1.605406 -4.858441 -0.27 -0.10 0.43 0.10
H 0.722091 2.157959 -3.335464 0.03 -0.37 -0.38 0.09
H 0.495984 -0.871312 -3.806540 0.40 0.71 -0.06 0.10
H 2.173494 -0.206628 -3.714247 -0.50 -0.22 0.15 0.10
C 2.882079 -0.465103 1.990817 0.76 0.39 -0.52 -0.12
N 1.891628 -0.791242 2.986724 -0.15 0.05 0.85 -0.19
C 2.401397 -1.068694 4.340990 0.83 -0.08 -0.34 -0.05
C 0.613671 -0.541707 2.669960 -0.42 0.80 -0.47 -0.59
S 0.314349 0.586219 1.302608 0.05 -1.24 1.25 0.55
N -0.413550 -0.940525 3.435716 0.97 0.23 -0.10 -0.19
C -0.410104 -1.252299 4.871112 -0.56 -0.29 0.08 -0.04
C -1.740245 -0.786291 2.886685 -0.74 0.21 -0.13 -0.11
H 3.870420 -0.561600 2.442978 -0.10 -0.10 -0.19 0.08
H 2.745969 0.574209 1.656493 0.24 -0.47 -0.06 0.05
H 2.793626 -1.156168 1.140296 0.09 0.37 0.12 0.10
H 2.118273 -0.283876 5.066531 -0.02 -0.53 -0.32 0.11
H 2.173899 -2.097470 4.669720 -0.02 0.57 0.01 0.10
H 3.491576 -1.012093 4.257418 -0.27 -0.08 0.13 0.08
H -0.976947 -0.443188 5.376207 0.25 -0.53 -0.08 0.11
H -0.946393 -2.214394 4.971892 0.22 0.49 0.30 0.10
H 0.574670 -1.338991 5.332803 -0.81 0.03 -0.33 0.04
H -1.884910 0.247352 2.536299 -0.11 -0.41 0.13 0.06
H -1.894706 -1.482004 2.046935 -0.02 0.30 0.26 0.07
H -2.434751 -1.005467 3.699626 -0.13 -0.02 -0.28 0.08
```
Forces are in eV/Å.

Output
- ⟨S²⟩ = 4.05
- relative energy (zero: lowest compared OMol25 entry of this formula, charge and spin) (eV) = 0.7392
- frontier orbital gap (alpha / beta) (eV) = 6.9 / 7.4
- multiplicity = 4